Molecular formula: C2H7N4P
Method: DFT, the ωB97M-V functional and the def2-TZVPD basis

Calculated values
Total charge ... +2
Orbital gap ... 9.05 eV
SMILES ... [H]/N=C/N/C=[NH+]\P=[NH2+]
ΔE to the lowest compared entry with this formula, charge and spin ... 36.7 kcal per mole
Total energy ... -17418.1349 eV
HOMO energy ... -19.6 eV

Last column: Mulliken charge in e.
CARTESIAN COORDINATES (ANGSTROEM)
P1 1.5979 0.6834 -0.3524  0.61
N1 0.6962 -0.7541 0.0267  -0.23
N2 -1.2688 1.8010 0.1511  -0.41
N3 3.0063 0.2216 0.2755  -0.29
N4 -1.6604 -0.4878 -0.3717  -0.09
C1 -0.5261 -1.1358 -0.3659  0.07
C2 -2.0861 0.8707 -0.0297  0.01
H1 -1.7325 2.6436 0.4484  0.31
H2 -3.2405 0.9816 -0.0019  0.34
H3 -0.7130 -2.1448 -0.5281  0.43
H4 3.9074 0.5849 -0.0175  0.32
H5 -2.3136 -1.2014 -0.6115  0.25
H6 1.1739 -1.5397 0.3578  0.35
H7 3.1591 -0.5232 1.0192  0.33